## w
This record from OMol25 describes a cluster of 2 separate species, C2H3NOS in total. The level of theory is ωB97M-V/def2-TZVPD.

The net charge is 0. As for the SMILES: O=C=S.C=N. As for the molar mass: 89.12 g mol⁻¹. As for the HOMO-LUMO gap: 10.877 eV.

The geometry in XYZ format:
```
8
Properties=species:S:1:pos:R:3:mulliken_charge:R:1
O 1.451 0.859 0.852 -0.34
C 2.136 0.221 0.165 0.68
S 3.071 -0.430 -0.853 -0.35
C -1.523 0.115 0.196 -0.26
N -0.499 -0.423 -0.286 -0.34
H -2.640 -0.213 0.175 0.23
H -1.445 1.255 0.194 0.19
H -0.551 -1.382 -0.443 0.18
```

## x
This record from OMol25 describes the molecule C2H3NOS. The level of theory is ωB97M-V/def2-TZVPD.

The net charge is 0. As for the SMILES: C=NSC=O. As for the molar mass: 89.12 g mol⁻¹. As for the HOMO-LUMO gap: 9.321 eV.

The geometry in XYZ format:
```
8
Properties=species:S:1:pos:R:3:mulliken_charge:R:1
C 1.427 0.496 -0.014 -0.29
N 1.032 -0.776 -0.250 -0.33
S -0.496 -1.419 -0.233 0.05
C -1.553 -0.203 0.059 0.22
O -1.375 0.987 -0.391 -0.52
H 2.485 0.278 0.078 0.26
H 0.894 1.301 -0.054 0.39
H -2.413 -0.663 0.804 0.23
```

## y
This record from OMol25 describes a cluster of 2 separate species, C2H3NOS in total. The level of theory is ωB97M-V/def2-TZVPD.

The net charge is 0. As for the molar mass: 89.12 g mol⁻¹. As for the HOMO-LUMO gap (alpha / beta): 6.911 / 6.881 eV.

The geometry in XYZ format:
```
8
Properties=species:S:1:pos:R:3:mulliken_charge:R:1
C -1.088 -0.073 0.832 -0.35
C -0.008 0.048 -1.324 -0.33
N -0.639 0.043 -0.319 -0.05
O 2.168 -0.267 0.895 -0.38
S 2.505 0.080 -0.506 0.19
H -1.266 -0.953 1.353 0.28
H -1.440 0.815 1.315 0.23
H -0.232 0.306 -2.245 0.42
```

Stability, highest: w

## w
This record from OMol25 describes the ion C6H10N3O2 with charge +1. The level of theory is ωB97M-V/def2-TZVPD.

The net charge is +1. As for the SMILES: C=NC(=[NH2+])N(C(C)=O)C(C)=O. As for the molar mass: 156.17 g mol⁻¹. As for the HOMO-LUMO gap: 9.459 eV.

The geometry in XYZ format:
```
21
Properties=species:S:1:pos:R:3:mulliken_charge:R:1
C -1.906 2.236 0.877 -0.24
N -2.015 1.140 0.297 -0.16
C -1.585 0.286 -0.538 0.30
N -2.309 -0.268 -1.464 -0.24
N -0.047 -0.201 -0.274 0.14
C 0.867 0.962 -0.387 0.96
C 2.237 0.739 0.018 -1.48
O 0.390 2.035 -0.701 -0.56
C 0.124 -1.623 -0.074 0.73
C 1.223 -2.137 0.814 -0.99
O -0.669 -2.355 -0.692 -0.56
H -1.193 3.012 0.539 0.32
H -2.514 2.415 1.749 0.31
H -3.231 -0.024 -1.634 0.25
H -1.964 -1.077 -1.967 0.26
H 2.872 -0.108 -0.465 0.35
H 2.218 0.462 1.051 0.40
H 2.909 1.499 -0.177 0.39
H 2.185 -1.765 0.285 0.17
H 1.175 -1.886 1.860 0.34
H 1.232 -3.340 0.882 0.30
```

## x
This record from OMol25 describes the ion C6H10N3O2 with charge +1. The level of theory is ωB97M-V/def2-TZVPD.

The net charge is +1. As for the SMILES: C[C@H]1[C@H](C)N1NC(=O)[NH+]=C=O. As for the molar mass: 156.17 g mol⁻¹. As for the HOMO-LUMO gap: 9.218 eV.

The geometry in XYZ format:
```
21
Properties=species:S:1:pos:R:3:mulliken_charge:R:1
C -1.037 1.744 0.968 -1.33
C -0.583 0.393 0.492 -0.18
C -0.303 -0.109 -0.915 0.35
C -0.614 -1.574 -1.215 -1.36
N 0.764 0.305 -0.070 -0.09
N 1.524 -0.699 0.605 -0.12
C 2.743 -1.124 0.332 0.48
O 3.509 -1.965 0.583 -0.34
N 3.307 0.095 -0.841 -0.25
C 3.665 1.174 -0.449 0.65
O 3.916 2.152 0.063 -0.20
H -0.221 2.171 1.601 0.28
H -2.059 1.732 1.433 0.37
H -1.223 2.432 0.111 0.30
H -0.667 -0.367 1.271 0.41
H -0.575 0.690 -1.619 0.39
H -0.018 -1.768 -2.195 0.31
H -1.723 -1.686 -1.545 0.34
H -0.501 -2.208 -0.473 0.44
H 1.214 -1.232 1.400 0.23
H 3.578 -0.279 -1.756 0.29
```

Stability, highest: w

## w
This record from OMol25 describes a cluster of 2 separate species, C4H11S in total. The level of theory is ωB97M-V/def2-TZVPD.

The net charge is -1. As for the molar mass: 91.20 g mol⁻¹. As for the HOMO-LUMO gap: 5.777 eV.

The geometry in XYZ format:
```
16
Properties=species:S:1:pos:R:3:mulliken_charge:R:1
C -3.374 0.262 -0.868 -0.79
S -1.616 0.735 -0.998 -0.73
H -3.717 -0.110 0.100 0.21
H -3.994 1.125 -1.104 0.18
H -3.587 -0.522 -1.596 0.18
C 2.914 -1.559 1.292 -1.22
C 1.862 -0.757 0.523 -0.05
C 1.928 0.705 0.905 -1.07
H 3.911 -1.154 1.070 0.29
H 2.918 -2.633 1.113 0.34
H 2.752 -1.424 2.360 0.33
H 0.873 -1.143 0.770 0.20
H 1.942 -0.938 -0.546 0.28
H 2.632 1.253 0.273 0.26
H 0.971 1.212 0.813 0.28
H 2.283 0.863 1.931 0.30
```

## x
This record from OMol25 describes a cluster of 2 separate species, C4H11S in total. The level of theory is ωB97M-V/def2-TZVPD.

The net charge is -1. As for the molar mass: 91.20 g mol⁻¹. As for the HOMO-LUMO gap: 6.070 eV.

The geometry in XYZ format:
```
16
Properties=species:S:1:pos:R:3:mulliken_charge:R:1
C 3.934 -1.011 0.781 -0.84
C 3.070 -0.977 -0.558 -0.66
H 4.799 -0.255 0.621 0.20
H 4.472 -1.967 1.033 0.26
H 3.584 -0.826 1.802 0.32
H 3.600 -1.454 -1.409 0.26
H 2.033 -1.439 -0.417 0.23
H 2.876 0.051 -0.629 0.23
C -3.345 -0.115 -0.757 -0.74
C -2.505 0.861 0.229 -0.61
S -0.711 0.743 0.168 -0.64
H -4.022 -0.968 -0.209 0.17
H -2.738 -0.522 -1.635 0.22
H -4.291 0.540 -1.097 0.18
H -2.949 0.579 1.108 0.23
H -2.916 1.832 -0.022 0.20
```

Stability, highest: w

## w
This record from OMol25 describes the molecule C19H24N4O3. The level of theory is ωB97M-V/def2-TZVPD.

The net charge is 0. As for the SMILES: [H]/N=c1/[nH]cc(C(=O)N2C[C@H](C)[C@H](NC(=O)CCc3cccc(C)c3)C2)o1. As for the molar mass: 356.43 g mol⁻¹. As for the HOMO-LUMO gap: 8.745 eV.

The geometry in XYZ format:
```
50
Properties=species:S:1:pos:R:3:mulliken_charge:R:1
H -2.508 -3.823 4.268 0.25
N -1.790 -4.361 4.739 -0.79
C -0.637 -3.923 4.472 0.39
N 0.557 -4.422 4.950 -0.09
C 1.606 -3.684 4.447 -0.28
C 1.083 -2.747 3.653 0.48
C 1.804 -1.682 2.933 0.14
O 2.990 -1.508 3.187 -0.70
N 1.137 -0.908 2.052 0.18
C -0.172 -1.160 1.429 -0.84
C -0.063 -0.453 0.081 0.97
C 0.577 -1.365 -0.967 -1.55
C 0.798 0.761 0.454 -0.13
N 1.338 1.472 -0.685 0.03
C 1.452 2.828 -0.656 0.50
O 1.356 3.465 0.377 -0.66
C 1.736 3.496 -1.992 -0.74
C 0.699 3.255 -3.126 -1.08
C -0.584 2.580 -2.699 0.29
C -1.408 3.161 -1.737 -0.34
C -2.554 2.506 -1.315 -0.89
C -2.895 1.270 -1.849 -0.48
C -2.094 0.675 -2.818 0.63
C -2.462 -0.658 -3.411 -1.78
C -0.946 1.346 -3.230 0.17
C 1.855 0.183 1.392 -1.35
O -0.307 -2.872 3.657 -0.32
H 0.592 -5.195 5.587 0.16
H 2.639 -3.860 4.683 0.49
H -0.358 -2.227 1.319 0.49
H -0.978 -0.740 2.037 0.24
H -1.044 -0.128 -0.269 -0.12
H 1.576 -1.686 -0.665 0.35
H -0.032 -2.259 -1.111 0.40
H 0.655 -0.878 -1.942 0.36
H 0.183 1.465 1.020 0.39
H 1.222 1.044 -1.587 0.26
H 2.727 3.173 -2.319 0.37
H 1.812 4.556 -1.761 0.34
H 1.154 2.653 -3.914 0.30
H 0.466 4.219 -3.579 0.42
H -1.137 4.116 -1.301 0.43
H -3.186 2.959 -0.561 0.41
H -3.790 0.763 -1.509 0.44
H -1.603 -1.134 -3.883 0.36
H -2.854 -1.335 -2.650 0.36
H -3.236 -0.543 -4.174 0.41
H -0.311 0.891 -3.985 0.35
H 2.718 -0.199 0.842 0.38
H 2.217 0.912 2.116 0.40
```

## x
This record from OMol25 describes the molecule C19H24N4O3. The level of theory is ωB97M-V/def2-TZVPD.

The net charge is 0. As for the SMILES: CC#CC[C@H](NC(=O)c1ncn2ccccc12)C(=O)N[C@H](CO)CCC. As for the molar mass: 356.43 g mol⁻¹. As for the HOMO-LUMO gap: 8.379 eV.

The geometry in XYZ format:
```
50
Properties=species:S:1:pos:R:3:mulliken_charge:R:1
C 0.662 4.956 3.166 -1.21
C -0.114 4.221 2.166 0.21
C -0.743 3.594 1.359 -0.15
C -1.504 2.809 0.384 -0.56
C -1.397 1.301 0.596 0.56
N -0.049 0.796 0.508 -0.14
C 0.816 0.684 1.545 -0.32
O 0.521 0.910 2.714 -0.73
C 2.155 0.230 1.170 1.11
N 2.526 -0.061 -0.097 -0.55
C 3.779 -0.433 -0.071 -0.43
N 4.273 -0.398 1.205 0.08
C 5.516 -0.700 1.686 -0.24
C 5.755 -0.580 3.021 -0.55
C 4.731 -0.150 3.891 -0.42
C 3.484 0.153 3.412 -0.56
C 3.234 0.031 2.035 0.33
C -2.366 0.532 -0.299 -0.20
O -3.429 1.032 -0.630 -0.71
N -2.003 -0.715 -0.645 -0.09
C -2.809 -1.592 -1.472 -0.14
C -2.597 -3.018 -1.017 -1.10
O -1.235 -3.377 -1.213 -0.53
C -2.493 -1.363 -2.951 -0.72
C -3.334 -2.200 -3.908 -0.26
C -3.051 -1.856 -5.367 -1.36
H 0.489 4.529 4.153 0.31
H 1.725 4.888 2.937 0.30
H 0.368 6.005 3.178 0.33
H -2.549 3.113 0.443 0.33
H -1.153 3.072 -0.618 0.32
H -1.752 1.092 1.611 0.24
H 0.326 0.603 -0.411 0.43
H 4.375 -0.732 -0.917 0.40
H 6.252 -1.022 0.965 0.36
H 6.734 -0.815 3.412 0.38
H 4.931 -0.058 4.949 0.42
H 2.689 0.483 4.063 0.48
H -1.132 -1.090 -0.299 0.34
H -3.861 -1.355 -1.302 0.43
H -2.853 -3.094 0.047 0.46
H -3.272 -3.692 -1.552 0.53
H -1.097 -4.265 -0.878 0.31
H -2.654 -0.303 -3.169 0.43
H -1.430 -1.555 -3.126 0.25
H -3.135 -3.263 -3.749 0.27
H -4.396 -2.045 -3.698 0.31
H -3.658 -2.464 -6.039 0.39
H -3.272 -0.808 -5.575 0.33
H -2.003 -2.032 -5.616 0.34
```

Stability, highest: w

## w
This record from OMol25 describes a cluster of 2 separate species, C5H15NO2 in total. The level of theory is ωB97M-V/def2-TZVPD.

The net charge is 0. As for the SMILES: C[C@H](N)CCCO.O. As for the molar mass: 121.18 g mol⁻¹. As for the HOMO-LUMO gap: 9.373 eV.

The geometry in XYZ format:
```
23
Properties=species:S:1:pos:R:3:mulliken_charge:R:1
C 1.374 -2.302 0.293 -1.49
C 0.907 -0.896 -0.136 0.61
N 1.209 -0.610 -1.520 -0.53
C 1.637 0.135 0.724 -1.17
C 1.192 1.603 0.633 -0.53
C -0.195 1.808 1.204 -0.57
O -1.172 1.486 0.225 -0.51
H 2.394 -2.471 -0.070 0.32
H 1.313 -2.504 1.361 0.37
H 0.702 -3.013 -0.194 0.39
H -0.167 -0.804 -0.024 0.19
H 2.089 -0.223 -1.808 0.19
H 0.919 -1.337 -2.154 0.20
H 2.705 -0.011 0.529 0.45
H 1.563 -0.139 1.782 0.41
H 1.867 2.189 1.258 0.33
H 1.206 1.891 -0.415 0.34
H -0.297 2.795 1.625 0.42
H -0.346 1.138 2.057 0.30
H -2.062 1.735 0.501 0.28
O -4.122 -0.943 -1.054 -0.63
H -4.011 -1.181 -1.986 0.32
H -3.918 0.000 -1.099 0.31
```

## x
This record from OMol25 describes a cluster of 2 separate species, C5H15NO2 in total. The level of theory is ωB97M-V/def2-TZVPD.

The net charge is 0. As for the SMILES: CN[C@@H](C)[C@H](C)O.O. As for the molar mass: 121.18 g mol⁻¹. As for the HOMO-LUMO gap: 9.796 eV.

The geometry in XYZ format:
```
23
Properties=species:S:1:pos:R:3:mulliken_charge:R:1
C 1.586 0.378 -2.051 -0.89
N 0.439 0.477 -1.108 -0.44
C 0.853 1.080 0.192 0.46
C 0.068 2.367 0.518 -1.54
C 0.598 -0.067 1.266 -0.20
C 1.728 -1.140 1.196 -1.13
O -0.567 -0.768 0.926 -0.56
H 1.318 0.031 -3.074 0.32
H 2.086 -0.476 -1.662 0.25
H 2.220 1.277 -2.099 0.29
H -0.428 0.834 -1.459 0.28
H 1.917 1.358 0.350 0.36
H -0.870 1.970 0.901 0.34
H 0.578 2.770 1.422 0.35
H -0.080 3.023 -0.305 0.40
H 0.384 0.336 2.230 0.52
H 2.713 -0.648 1.414 0.33
H 1.876 -1.395 0.147 0.16
H 1.408 -2.025 1.919 0.29
H -0.521 -0.924 -0.045 0.42
O -3.907 -1.965 -0.655 -0.62
H -4.377 -2.066 0.183 0.31
H -4.507 -1.319 -1.114 0.31
```

## y
This record from OMol25 describes a cluster of 3 separate species, C5H15NO2 in total. The level of theory is ωB97M-V/def2-TZVPD.

The net charge is 0. As for the SMILES: C/C=C/CNC.O.O. As for the molar mass: 121.18 g mol⁻¹. As for the HOMO-LUMO gap: 8.848 eV.

The geometry in XYZ format:
```
23
Properties=species:S:1:pos:R:3:mulliken_charge:R:1
C -1.420 2.485 -1.995 -1.23
C -0.546 1.262 -1.910 -0.02
C 0.719 1.267 -1.554 0.04
C 1.590 -0.003 -1.575 -1.10
N 1.602 -0.806 -0.383 -0.29
C 0.417 -1.624 -0.159 -0.71
H -0.813 3.367 -1.788 0.32
H -2.336 2.466 -1.404 0.30
H -1.704 2.657 -3.041 0.30
H -0.998 0.356 -2.270 0.33
H 1.224 2.147 -1.152 0.27
H 2.598 0.328 -1.801 0.37
H 1.189 -0.614 -2.368 0.39
H 1.837 -0.310 0.467 0.31
H -0.501 -1.179 -0.579 0.18
H 0.266 -1.817 0.885 0.30
H 0.573 -2.549 -0.743 0.25
O -1.238 -3.007 3.971 -0.62
H -1.921 -3.318 4.591 0.31
H -0.462 -3.463 4.323 0.32
O 0.279 1.003 2.906 -0.65
H 0.145 0.093 3.189 0.32
H -0.500 1.259 2.390 0.31
```

Stability, highest: w

## w
This record from OMol25 describes a cluster of 2 separate species, C5H15NO2 in total. The level of theory is ωB97M-V/def2-TZVPD.

The net charge is 0. As for the SMILES: CCN(C)CCO.O. As for the molar mass: 121.18 g mol⁻¹. As for the HOMO-LUMO gap: 9.292 eV.

The geometry in XYZ format:
```
23
Properties=species:S:1:pos:R:3:mulliken_charge:R:1
C 0.064 1.304 2.147 -1.15
C 0.099 0.948 0.707 0.09
N -1.240 0.201 0.477 -0.19
C -2.348 1.243 0.440 -1.00
C -1.228 -0.750 -0.682 -0.39
C -0.238 -1.956 -0.537 -0.69
O 0.994 -1.540 -0.983 -0.51
H -0.812 0.793 2.555 0.32
H -0.075 2.358 2.204 0.29
H 0.926 0.910 2.746 0.37
H 0.866 0.158 0.483 -0.28
H 0.181 1.738 -0.032 0.48
H -2.869 1.206 1.458 0.22
H -1.769 2.182 0.369 0.29
H -2.984 1.089 -0.405 0.48
H -2.352 -1.032 -0.814 0.43
H -0.842 -0.201 -1.628 0.24
H -0.593 -2.742 -1.230 0.30
H -0.265 -2.422 0.448 0.30
H 1.568 -1.214 -0.252 0.39
O 3.269 0.330 -1.325 -0.65
H 2.763 -0.375 -1.837 0.36
H 2.743 1.092 -1.397 0.31
```

## x
This record from OMol25 describes a cluster of 2 separate species, C5H15NO2 in total. The level of theory is ωB97M-V/def2-TZVPD.

The net charge is 0. As for the SMILES: CCN[C@H](C)CO.O. As for the molar mass: 121.18 g mol⁻¹. As for the HOMO-LUMO gap: 9.979 eV.

The geometry in XYZ format:
```
23
Properties=species:S:1:pos:R:3:mulliken_charge:R:1
C -0.726 -0.525 2.644 -1.10
C -0.752 0.455 1.324 -0.62
N -0.417 -0.454 0.140 -0.28
C -0.360 0.331 -1.104 0.19
C -1.527 -0.023 -1.997 -1.60
C 1.077 -0.007 -1.727 -0.19
O 1.516 1.195 -2.441 -0.51
H -1.317 0.020 3.324 0.37
H -1.224 -1.561 2.465 0.28
H 0.204 -0.607 3.035 0.28
H -1.678 0.987 1.294 0.45
H 0.048 1.258 1.346 0.37
H -1.023 -1.296 0.181 0.30
H -0.361 1.531 -1.098 0.31
H -2.396 0.268 -1.465 0.37
H -1.556 0.313 -3.034 0.36
H -1.424 -1.159 -2.030 0.35
H 1.093 -0.819 -2.363 0.36
H 1.877 -0.343 -0.922 0.02
H 1.333 1.892 -1.795 0.35
O 2.867 -0.438 1.260 -0.70
H 2.087 0.036 0.983 0.30
H 2.661 -1.053 1.982 0.33
```

## y
This record from OMol25 describes a cluster of 2 separate species, C5H15NO2 in total. The level of theory is ωB97M-V/def2-TZVPD.

The net charge is 0. As for the SMILES: CNCC[C@H](C)O.O. As for the molar mass: 121.18 g mol⁻¹. As for the HOMO-LUMO gap: 9.328 eV.

The geometry in XYZ format:
```
23
Properties=species:S:1:pos:R:3:mulliken_charge:R:1
C 2.191 0.972 -0.891 -1.01
N 0.779 0.639 -0.871 -0.28
C 0.470 -0.759 -1.089 -0.62
C -0.672 -1.196 -0.219 -0.84
C -0.330 -1.151 1.275 0.47
C -0.909 -2.363 2.034 -1.52
O -0.678 0.088 1.889 -0.58
H 2.502 0.996 -1.932 0.32
H 2.877 0.404 -0.241 0.32
H 2.297 2.003 -0.544 0.35
H 0.359 0.936 0.002 0.29
H 1.293 -1.423 -0.801 0.36
H 0.165 -0.878 -2.131 0.36
H -1.546 -0.549 -0.384 0.33
H -0.966 -2.213 -0.498 0.37
H 0.740 -1.195 1.412 0.21
H -1.059 -2.079 3.072 0.38
H -1.838 -2.731 1.630 0.35
H -0.124 -3.129 2.035 0.35
H -1.558 0.361 1.616 0.36
O -1.166 4.103 -1.609 -0.62
H -2.098 4.298 -1.745 0.31
H -0.731 4.868 -2.010 0.31
```

Stability, highest: y